# C5H12N2

A 2-piece molecular cluster, C5H12N2 overall (wB97M-V/def2-TZVPD, OMol25).

**HOMO energy**: -8.815 eV
**Strongest force on any atom**: 0.0739 Eh/bohr
**Energy**: -307.14998 Ha
**Kohn-Sham gap**: 9.6 eV
**Energy relative to the best compared isomer or geometry (same formula, charge and spin)**: 49.8 kcal per mole
**E_LUMO**: 0.8 eV

Structure (ORCA input):
```
! wB97M-V def2-TZVPD RIJCOSX def2/J DEFGRID3
* xyz 0 1
C -1.75 1.42 0.76
C -1.29 0.96 -0.60
C -1.98 -0.61 -0.92
N -2.77 -1.44 -1.00
H -2.83 1.31 0.87
H -1.48 2.48 0.87
H -1.26 0.87 1.56
H -0.23 1.10 -0.78
H -1.81 1.45 -1.42
C 0.86 -1.27 0.94
N 1.01 -0.57 -0.32
C 2.37 -0.16 -0.62
H 1.09 -0.57 1.75
H -0.17 -1.61 1.04
H 1.51 -2.14 1.03
H 0.57 -1.10 -1.07
H 3.09 -0.99 -0.59
H 2.68 0.58 0.12
H 2.40 0.30 -1.61
*
```

---

# C3H5NO

One molecule with the formula C3H5NO (wB97M-V/def2-TZVPD, OMol25).

**HOMO energy**: -9.853 eV
**Strongest force on any atom**: 0.0698 Eh/bohr
**Energy**: -247.21196 Ha
**Kohn-Sham gap**: 10.9 eV
**Energy relative to the best compared isomer or geometry (same formula, charge and spin)**: 59.8 kcal per mole
**E_LUMO**: 1.0 eV

Structure (ORCA input):
```
! wB97M-V def2-TZVPD RIJCOSX def2/J DEFGRID3
* xyz 0 1
H 0.75 -1.85 2.31
N 0.25 -1.03 2.02
C 0.06 -0.95 0.79
O 0.15 -1.41 -0.44
C -0.56 -0.08 -0.35
C 0.20 1.17 -0.88
H -1.71 -0.17 -0.54
H 0.20 1.02 -1.98
H 1.16 1.47 -0.56
H -0.48 1.83 -0.37
*
```